Record 1
{
  "formula": "C7H12",
  "method": "wB97M-V/def2-TZVPD",
  "symbols": ["C", "C", "C", "C", "C", "C", "C", "H", "H", "H", "H", "H", "H", "H", "H", "H", "H", "H", "H"],
  "positions_angstrom": [[1.4929, -1.4609, 0.3529], [0.7588, -0.5619, -0.6321], [-0.5361, 0.0956, -0.0884], [-0.8036, 1.3317, -0.5379], [-0.0765, 2.1444, -1.5414], [-1.3786, -1.4193, 1.6877], [-1.0612, -0.1932, 1.2663], [2.1104, -0.8435, 1.0141], [2.1960, -2.1804, -0.0710], [0.7639, -1.9981, 0.9510], [0.5388, -1.1205, -1.5448], [1.3222, 0.2844, -1.0060], [-1.5152, 1.8955, 0.0384], [-0.7030, 2.9352, -1.9739], [0.3018, 1.6308, -2.4221], [0.7387, 2.7746, -1.1678], [-1.5033, -2.2432, 0.9914], [-1.3661, -1.6920, 2.7309], [-1.2799, 0.6207, 1.9527]],
  "lowdin_charge": [-0.102, -0.196, -0.228, -0.132, -0.115, -0.010, -0.158, 0.080, 0.070, 0.038, 0.110, 0.083, 0.098, 0.072, 0.072, 0.086, 0.069, 0.057, 0.104],
  "lumo_ha": 0.0395,
  "e_homo_ev": -8.45,
  "total_energy_ha": -273.83788,
  "orbital_gap_ev": 9.52
}

---

Record 2
{
  "formula": "C5H13NO2",
  "method": "wB97M-V/def2-TZVPD",
  "symbols": ["N", "C", "C", "C", "C", "C", "H", "H", "H", "H", "H", "H", "H", "H", "H", "H", "H", "O", "H", "H", "O"],
  "positions_angstrom": [[4.0558, -0.6010, 0.2840], [3.0119, 0.3102, 0.2139], [2.8638, 1.3213, 1.0634], [0.2840, -0.3802, -2.5445], [1.1181, -0.4100, -1.3072], [2.2373, 0.2423, -1.0430], [4.7208, -0.5162, 1.0325], [3.8975, -1.5409, -0.0339], [3.4342, 1.5235, 1.9604], [2.0881, 2.0549, 0.8828], [0.6207, 0.5110, -3.0890], [-0.6739, 0.0742, -2.2658], [0.2330, -1.3239, -3.0630], [0.7299, -0.8970, -0.4106], [2.7944, 0.6313, -1.9017], [-6.4374, -0.3803, 0.8951], [-6.2710, -0.8051, 2.3972], [-6.5564, -0.1010, 1.8077], [-4.3788, 0.3705, 2.3375], [-4.1256, -0.1252, 0.9829], [-3.6465, 0.0414, 1.8014]],
  "lowdin_charge": [0.088, -0.455, 0.024, -0.097, -0.172, -0.108, 0.086, 0.085, 0.049, 0.053, 0.076, 0.075, 0.069, 0.108, 0.119, 0.042, 0.046, -0.053, 0.015, 0.017, -0.066],
  "lumo_ha": 0.0208,
  "e_homo_ev": -8.07,
  "total_energy_ha": -403.48076,
  "orbital_gap_ev": 8.64
}

---

Record 3
{
  "formula": "C2H6S",
  "method": "wB97M-V/def2-TZVPD",
  "symbols": ["C", "C", "S", "H", "H", "H", "H", "H", "H"],
  "positions_angstrom": [[1.0027, -0.0024, -0.6140], [-0.2182, -0.2176, 0.3148], [-1.8543, -0.1114, -0.4830], [0.8013, 0.8638, -1.3156], [0.9814, -1.0156, -1.2270], [1.9704, 0.1368, -0.0838], [-0.2607, -1.1224, 1.0069], [-0.2117, 0.6351, 1.0219], [-2.2109, 0.8336, 1.3798]],
  "lowdin_charge": [-0.192, -0.790, 0.524, 0.072, 0.097, 0.067, 0.071, 0.004, 0.148],
  "lumo_ha": -0.0562,
  "e_homo_ev": -9.12,
  "total_energy_ha": -477.84848,
  "orbital_gap_ev": 7.59
}

---

Record 4
{
  "formula": "C43H57F3N10NaO5PSSb",
  "method": "wB97M-V/def2-TZVPD",
  "symbols": ["Na", "O", "C", "N", "C", "O", "C", "C", "C", "C", "C", "N", "C", "C", "C", "C", "C", "N", "H", "H", "H", "H", "H", "H", "H", "H", "C", "N", "C", "C", "N", "C", "P", "C", "N", "C", "C", "N", "C", "C", "N", "C", "C", "N", "C", "H", "H", "H", "H", "H", "H", "H", "H", "H", "H", "H", "H", "H", "H", "H", "C", "C", "C", "C", "Sb", "C", "C", "C", "C", "C", "C", "C", "C", "H", "H", "H", "H", "H", "H", "H", "H", "H", "H", "H", "H", "H", "H", "H", "H", "H", "H", "H", "H", "H", "H", "H", "H", "H", "H", "H", "F", "C", "F", "F", "S", "O", "O", "O", "N", "C", "C", "C", "C", "C", "C", "H", "H", "H", "H", "H", "H", "H"],
  "positions_angstrom": [[1.1158, 1.8570, -0.8273], [4.0666, 3.7735, 2.3256], [3.6097, 2.8707, 1.6257], [2.3121, 2.5605, 1.4052], [1.4283, 3.0078, 2.3390], [1.5261, 2.9507, 3.5578], [0.1551, 3.6366, 1.7864], [-0.6632, 4.3453, 2.6603], [-1.7667, 5.0080, 2.1564], [-2.0224, 4.9426, 0.7941], [-1.1712, 4.1913, 0.0014], [-0.1073, 3.5424, 0.4839], [4.6162, 2.0806, 0.8045], [5.7468, 2.7452, 0.3267], [6.6676, 2.0401, -0.4246], [6.4451, 0.6872, -0.6531], [5.3129, 0.1116, -0.1017], [4.4142, 0.7843, 0.6107], [-0.3946, 4.3602, 3.7065], [-2.4154, 5.5753, 2.8129], [-2.8620, 5.4591, 0.3468], [-1.3383, 4.0960, -1.0670], [5.8627, 3.7940, 0.5644], [7.5461, 2.5323, -0.8250], [7.1332, 0.0886, -1.2372], [5.1095, -0.9476, -0.2431], [0.3130, -1.2466, -6.0728], [-0.3026, -1.0990, -4.7712], [-1.6491, -1.0258, -4.5677], [-1.8124, -0.7759, -3.2375], [-0.5979, -0.6848, -2.6164], [0.3038, -0.8591, -3.5645], [2.1121, -1.0062, -3.3937], [2.2822, -1.4503, -1.6455], [1.9026, -0.7598, -0.5872], [2.3627, -1.4391, 0.4954], [3.0241, -2.5688, 0.0979], [2.9702, -2.5765, -1.2707], [3.5221, -3.6074, -2.1304], [2.8199, 0.6782, -3.3571], [3.0033, 1.4412, -2.2972], [3.7019, 2.5346, -2.7215], [3.9715, 2.4238, -4.0523], [3.4277, 1.2349, -4.4514], [3.3342, 0.8231, -5.8358], [-0.4193, -1.6737, -6.7541], [0.6154, -0.2749, -6.4548], [1.1722, -1.9116, -6.0136], [-2.3513, -1.1329, -5.3784], [-2.7422, -0.6513, -2.7098], [2.2454, -1.0555, 1.4953], [3.5221, -3.3489, 0.6504], [4.0377, -4.3329, -1.5056], [2.7355, -4.1164, -2.6857], [4.2318, -3.1834, -2.8377], [3.9699, 3.3337, -2.0462], [4.4619, 3.0805, -4.7510], [4.1976, 1.2086, -6.3737], [3.3349, -0.2626, -5.9023], [2.4263, 1.2267, -6.2805], [-3.9821, -1.0242, 2.6318], [-3.2246, -2.3525, 2.7296], [-3.6599, -3.0350, 4.0297], [-3.6424, -3.2408, 1.5528], [-1.0893, -1.8858, 2.3486], [-0.1164, -3.8297, 2.8200], [-0.8594, -4.7710, 3.7604], [1.2830, -3.6071, 3.3922], [0.0244, -4.5174, 1.4567], [-0.5374, -0.5472, 4.0038], [-1.2137, 0.7937, 3.6932], [0.9729, -0.2949, 3.9365], [-0.9247, -1.0074, 5.4051], [-5.0476, -1.2264, 2.4580], [-3.6248, -0.3857, 1.8205], [-3.9075, -0.4620, 3.5636], [-4.7536, -2.9592, 4.1152], [-3.2346, -2.5703, 4.9184], [-3.4116, -4.0916, 4.0547], [-4.7327, -3.3795, 1.5605], [-3.1823, -4.2320, 1.6077], [-3.3699, -2.7999, 0.5899], [-1.0984, -4.3079, 4.7198], [-0.2290, -5.6502, 3.9604], [-1.7862, -5.1369, 3.3190], [1.2485, -3.2413, 4.4208], [1.8717, -2.9032, 2.8027], [1.8239, -4.5645, 3.4005], [-0.9452, -4.6818, 0.9766], [0.5037, -5.4991, 1.5864], [0.6363, -3.9264, 0.7703], [-0.9931, 1.1246, 2.6749], [-0.8170, 1.5609, 4.3688], [-2.2966, 0.7642, 3.8028], [1.2730, 0.0994, 2.9618], [1.5701, -1.1784, 4.1608], [1.2370, 0.4852, 4.6586], [-2.0077, -1.0363, 5.5366], [-0.5259, -0.3004, 6.1452], [-0.5268, -1.9978, 5.6475], [-2.5164, 2.4770, -4.4111], [-1.6353, 3.4668, -4.2510], [-1.5549, 4.1327, -5.4070], [-2.1287, 4.3076, -3.3311], [0.0157, 2.8267, -3.7547], [0.2922, 1.8340, -4.7741], [0.8524, 3.9988, -3.7678], [-0.2412, 2.2839, -2.4271], [-2.4557, 0.9524, -0.2946], [-3.8180, 0.9492, -0.5474], [-4.5697, 2.1237, -0.4154], [-5.9419, 2.1125, -0.5985], [-6.6108, 0.9367, -0.9177], [-5.8738, -0.2334, -1.0390], [-4.5005, -0.2341, -0.8509], [-1.8864, 0.2954, -0.8159], [-2.0277, 1.8641, -0.2605], [-4.0595, 3.0473, -0.1676], [-6.4942, 3.0396, -0.4944], [-7.6833, 0.9327, -1.0623], [-6.3718, -1.1677, -1.2726], [-3.9490, -1.1657, -0.9034]],
  "lowdin_charge": [0.267, 0.025, -0.474, 0.139, -0.468, 0.036, -0.182, -0.007, -0.060, -0.071, -0.137, 0.112, -0.202, -0.024, -0.082, -0.081, -0.150, 0.140, 0.114, 0.102, 0.101, 0.091, 0.112, 0.098, 0.091, 0.088, -0.044, -0.139, -0.068, -0.132, 0.086, -0.471, 1.172, -0.464, 0.109, -0.169, -0.098, -0.137, -0.050, -0.450, 0.068, -0.118, -0.060, -0.124, -0.039, 0.087, 0.073, 0.068, 0.116, 0.074, 0.077, 0.119, 0.084, 0.084, 0.075, 0.111, 0.119, 0.088, 0.064, 0.079, -0.139, -0.705, -0.117, -0.151, 1.598, -0.712, -0.130, -0.136, -0.157, -0.710, -0.135, -0.130, -0.113, 0.084, 0.047, 0.063, 0.082, 0.054, 0.050, 0.083, 0.057, 0.050, 0.069, 0.081, 0.057, 0.067, 0.045, 0.083, 0.060, 0.081, 0.050, 0.062, 0.085, 0.054, 0.058, 0.052, 0.085, 0.056, 0.084, 0.065, 0.125, -0.668, 0.121, 0.112, 0.481, -0.298, -0.284, -0.357, 0.151, -0.326, -0.030, -0.102, -0.124, -0.102, -0.075, 0.058, 0.054, 0.094, 0.097, 0.088, 0.098, 0.092],
  "lumo_ha": 0.0682,
  "e_homo_ev": -5.48,
  "total_energy_ha": -4038.40219,
  "total_charge": -1,
  "orbital_gap_ev": 7.33
}

---

Record 5
{
  "formula": "C35H53Cl3LaN5O3SbSi4",
  "method": "wB97M-V/def2-TZVPD",
  "symbols": ["La", "Cl", "C", "C", "C", "Cl", "C", "O", "C", "Cl", "C", "H", "H", "C", "C", "N", "C", "C", "C", "C", "C", "C", "C", "C", "C", "N", "C", "H", "H", "H", "H", "H", "H", "H", "H", "C", "Si", "C", "C", "O", "H", "H", "H", "H", "H", "H", "H", "H", "H", "C", "Si", "C", "C", "Sb", "Si", "C", "C", "C", "Si", "C", "C", "C", "H", "H", "H", "H", "H", "H", "H", "H", "H", "H", "H", "H", "H", "H", "H", "H", "H", "H", "H", "H", "H", "H", "H", "H", "H", "H", "H", "C", "N", "C", "C", "C", "N", "C", "O", "N", "H", "H", "H", "H", "H", "H", "H"],
  "positions_angstrom": [[3.5596, 2.0286, -0.1148], [-1.5686, 7.7907, -0.0199], [-0.7502, 6.2349, 0.1915], [0.6518, 6.1676, 0.3831], [1.3207, 4.9666, 0.1058], [3.1164, 4.9480, 0.1647], [0.6735, 3.7032, -0.2378], [1.2905, 2.5811, -0.3291], [-0.7663, 3.8618, -0.5879], [-1.6455, 2.4931, -1.0466], [-1.3837, 5.0519, -0.2317], [1.3265, 6.9736, 0.7300], [-2.5212, 5.0333, -0.1266], [7.5712, -0.0760, 2.0567], [6.6973, 0.7238, 1.4524], [5.7877, 0.4128, 0.4629], [5.5336, -0.9425, 0.4048], [6.4409, -1.9258, 1.0522], [7.5589, -1.4629, 1.7436], [6.2089, -3.2851, 0.7199], [5.0431, -3.6785, 0.0971], [4.0531, -2.7651, -0.3789], [3.0041, -3.1984, -1.2257], [2.1156, -2.2188, -1.6085], [2.2323, -0.8772, -1.1867], [3.3351, -0.3916, -0.6227], [4.3247, -1.3791, -0.2029], [8.3424, 0.3866, 2.6077], [6.7538, 1.8188, 1.6297], [8.2659, -2.1799, 2.1283], [6.9099, -4.0346, 0.9652], [4.7622, -4.6777, 0.0051], [2.9539, -4.2959, -1.3762], [1.2648, -2.5231, -2.2262], [1.3923, -0.1510, -1.3552], [3.8565, 3.0475, 4.8781], [2.8700, 2.1488, 3.5274], [2.8649, 0.3038, 3.8985], [1.1027, 2.7390, 3.5658], [3.5892, 2.2977, 2.0541], [3.2182, 3.4419, 5.6917], [4.4269, 3.8558, 4.3492], [4.6283, 2.4430, 5.3187], [2.1329, 0.0761, 4.6659], [3.7955, -0.0339, 4.3491], [2.6762, -0.3377, 3.0077], [0.8119, 2.4987, 2.4737], [0.9097, 3.8253, 3.5725], [0.4818, 2.1895, 4.3795], [-7.0033, -4.7874, 0.6128], [-5.1812, -4.3931, 1.1474], [-3.8300, -5.7022, 1.0645], [-5.4085, -3.9910, 2.9544], [-4.0656, -2.4097, 0.0212], [-5.0572, -0.3217, 1.5725], [-6.9590, -0.3363, 1.7502], [-4.6374, 1.4413, 0.8974], [-4.3685, -0.4268, 3.3586], [-5.1211, -2.5613, -2.4509], [-6.9960, -2.6907, -2.2170], [-4.4451, -4.2054, -3.1814], [-4.8266, -0.9811, -3.3922], [-7.1107, -5.4336, -0.2444], [-7.6345, -3.9480, 0.5804], [-7.3789, -5.4004, 1.4409], [-3.3337, -5.9570, 0.0751], [-4.1572, -6.6508, 1.5571], [-3.0231, -5.3263, 1.7019], [-6.3337, -4.5413, 3.2604], [-5.7001, -2.8941, 2.9736], [-4.6697, -4.1923, 3.7284], [-7.3767, -0.8276, 0.8990], [-7.1581, 0.7462, 1.7890], [-7.2708, -0.8297, 2.6816], [-5.1663, 2.3263, 1.2320], [-4.9331, 1.6028, -0.1910], [-3.5542, 1.6009, 0.9213], [-4.4458, 0.5476, 3.8379], [-3.3100, -0.6581, 3.3394], [-4.8014, -1.2721, 3.9220], [-7.4300, -1.9914, -1.4819], [-7.3456, -3.7236, -2.0654], [-7.3548, -2.4634, -3.2154], [-4.9747, -4.4445, -4.1064], [-4.4852, -5.0872, -2.5392], [-3.3482, -4.0240, -3.3611], [-5.7262, -0.3285, -3.3384], [-4.5356, -1.2239, -4.4105], [-4.0888, -0.4912, -2.7371], [6.4487, 2.6338, -4.5678], [5.0239, 2.7967, -4.2789], [4.1271, 2.8880, -5.3496], [2.7857, 2.8064, -5.1710], [2.3732, 2.5659, -3.8521], [3.1792, 2.5164, -2.7548], [4.4945, 2.5190, -2.9168], [5.3031, 2.1417, -2.0581], [1.0558, 2.5259, -3.6436], [6.7682, 3.3953, -5.3753], [6.7778, 1.5817, -4.8525], [7.0521, 2.9959, -3.6859], [4.6129, 3.0226, -6.3351], [2.1679, 2.9386, -6.0821], [0.5395, 2.7421, -4.4784], [0.6171, 2.5718, -2.7395]],
  "lowdin_charge": [1.968, 0.634, -0.641, -0.121, -0.500, 0.646, -0.475, -0.353, -0.628, 0.748, -0.150, 0.117, 0.134, -0.036, -0.126, 0.045, -0.130, -0.126, 0.047, 0.003, -0.004, -0.145, 0.027, -0.032, -0.114, -0.049, -0.094, 0.107, 0.132, 0.125, 0.110, 0.097, 0.143, 0.119, 0.132, -0.172, 0.254, -0.172, -0.175, -0.642, 0.035, 0.036, 0.005, 0.021, 0.020, 0.028, 0.035, 0.028, 0.069, -0.209, 0.239, -0.281, -0.241, 0.695, 0.384, -0.228, -0.258, -0.233, 0.314, -0.251, -0.231, -0.235, 0.015, 0.001, 0.021, 0.035, 0.035, 0.014, 0.036, -0.002, 0.035, -0.013, 0.025, 0.030, 0.017, 0.035, -0.025, 0.028, 0.011, 0.013, 0.027, 0.019, 0.014, 0.023, 0.014, 0.033, 0.045, 0.024, 0.001, -0.048, -0.043, -0.015, -0.009, -0.333, 0.078, -0.513, -0.096, 0.214, 0.118, 0.116, 0.103, 0.147, 0.138, 0.120, 0.068],
  "lumo_ha": -0.1321,
  "e_homo_ev": -8.66,
  "total_energy_ha": -4675.42390,
  "total_charge": 1,
  "orbital_gap_ev": 5.07
}

---

Record 6
{
  "formula": "C10H21BrO2P",
  "method": "wB97M-V/def2-TZVPD",
  "symbols": ["C", "C", "P", "Br", "H", "H", "H", "H", "H", "C", "C", "C", "O", "C", "H", "H", "H", "H", "H", "H", "H", "H", "C", "C", "C", "O", "C", "H", "H", "H", "H", "H", "H", "H", "H"],
  "positions_angstrom": [[3.4384, 5.0872, -0.6998], [2.2889, 4.4550, -0.9156], [0.8208, 5.4509, -0.6188], [-0.9693, 4.2387, -0.5170], [4.2151, 4.7033, -0.0520], [3.5521, 6.0647, -1.1632], [2.2050, 3.4332, -1.2632], [0.6884, 6.3611, -1.6872], [0.9901, 6.1680, 0.5697], [-0.7199, 0.4874, 2.7514], [-0.7401, 0.4649, 1.2277], [0.7368, 0.3196, 0.8960], [1.3245, -0.4154, 1.9650], [0.3973, -0.4999, 3.0559], [-1.6683, 0.2121, 3.2090], [-0.4473, 1.4850, 3.1078], [-1.2899, -0.4104, 0.8761], [-1.1906, 1.3515, 0.7806], [1.2323, 1.3016, 0.8444], [0.9085, -0.2052, -0.0452], [0.0189, -1.5256, 3.1016], [0.9139, -0.2799, 3.9899], [-1.0030, -4.6368, -1.0346], [-1.1739, -4.1430, -2.4658], [-2.0248, -2.8985, -2.2669], [-1.6794, -2.3643, -0.9816], [-0.8938, -3.3294, -0.2663], [-0.1394, -5.2843, -0.8938], [-1.8943, -5.1839, -0.7195], [-0.2017, -3.8701, -2.8833], [-1.6365, -4.8707, -3.1301], [-3.0914, -3.1441, -2.2575], [-1.8504, -2.1414, -3.0325], [0.1415, -2.9706, -0.2399], [-1.2588, -3.4106, 0.7585]],
  "lowdin_charge": [0.003, -0.376, 0.588, 0.496, 0.096, 0.086, 0.085, 0.014, 0.020, -0.164, -0.171, -0.217, -0.135, -0.191, 0.116, 0.110, 0.105, 0.071, 0.100, 0.115, 0.119, 0.119, -0.167, -0.170, -0.204, -0.162, -0.209, 0.115, 0.117, 0.114, 0.114, 0.118, 0.114, 0.115, 0.116],
  "lumo_ha": -0.2036,
  "e_homo_ev": -11.26,
  "total_energy_ha": -3459.08604,
  "total_charge": 1,
  "orbital_gap_ev": 5.72
}